# 1
Density functional theory data (the ωB97M-V functional and the def2-TZVPD basis) for a 2-piece molecular cluster, C9H14 overall at a distorted geometry.

Calculated values
E_tot in eV: -9558.9915
Structure (SMILES): Cc1ccccc1.CC
Highest occupied orbital energy in Eh: -0.3274
LUMO energy in eV: 1.0
M in g/mol: 122.211
Charge: 0
Frontier orbital gap in Ha: 0.3643
Largest force on an atom in eV Å⁻¹: 2.29

Geometry as XYZ:
```
23
Properties=species:S:1:pos:R:3:forces:R:3
C 1.697 0.990 -1.773 -1.481 -0.101 1.749
C 0.520 0.950 -0.759 -0.371 0.898 -1.887
C -0.409 -0.093 -0.862 1.180 1.147 0.541
C -1.627 -0.005 -0.198 0.062 -0.785 -0.672
C -2.065 1.206 0.314 0.514 -0.740 -0.203
C -1.099 2.194 0.483 -0.681 1.041 0.525
C 0.161 2.116 -0.063 0.515 -1.440 0.544
H 1.389 1.705 -2.535 0.197 -0.350 -0.361
H 1.797 -0.040 -2.105 0.547 0.225 -0.513
H 2.571 1.385 -1.281 0.555 -0.130 -0.031
H -0.074 -0.928 -1.461 -0.449 -0.376 0.223
H -2.166 -0.943 -0.094 -0.632 0.411 -0.359
H -3.128 1.323 0.478 0.156 0.178 0.824
H -1.327 3.052 1.115 -0.192 0.081 -0.402
H 0.915 2.856 0.169 -0.099 0.249 -0.224
C 0.615 -2.716 0.572 -1.329 0.040 0.291
C 1.237 -3.095 1.915 0.716 -0.553 0.148
H 0.959 -3.310 -0.276 0.827 0.587 -0.011
H -0.464 -2.888 0.437 0.004 -0.096 0.812
H 0.677 -1.627 0.517 0.452 -0.452 -0.783
H 1.754 -2.224 2.318 0.021 -0.042 0.085
H 2.007 -3.864 1.783 -0.083 0.111 0.009
H 0.606 -3.472 2.721 -0.430 0.098 -0.306
```
Forces are in eV/Å.

=====

# 2
Density functional theory data (the ωB97M-V functional and the def2-TZVPD basis) for a 2-piece molecular cluster, C9H14 overall at a distorted geometry.

Calculated values
E_tot in eV: -9558.5629
Structure (SMILES): Cc1ccccc1.CC
Highest occupied orbital energy in Eh: -0.3300
LUMO energy in eV: 1.0
M in g/mol: 122.211
Charge: 0
Frontier orbital gap in Ha: 0.3664
Largest force on an atom in eV Å⁻¹: 3.28

Geometry as XYZ:
```
23
Properties=species:S:1:pos:R:3:forces:R:3
C -1.229 2.210 -1.777 -0.388 0.703 -1.845
C -1.285 1.512 -0.475 0.660 -0.243 0.407
C -0.188 1.312 0.362 -2.135 -1.248 1.438
C -0.397 0.541 1.542 2.923 0.774 0.201
C -1.552 -0.042 1.856 -1.664 0.429 -1.191
C -2.638 0.315 1.070 -0.962 -1.035 1.506
C -2.544 1.057 -0.045 3.111 -0.011 0.602
H -1.988 1.671 -2.513 1.320 1.977 1.400
H -0.284 2.313 -2.308 0.529 -1.365 0.139
H -1.233 3.323 -1.609 -1.629 -0.729 -0.239
H 0.787 1.649 0.203 1.226 0.698 -0.671
H 0.365 0.370 2.326 0.280 0.285 -1.076
H -1.623 -0.766 2.609 -0.248 -0.548 1.266
H -3.609 0.038 1.419 -0.601 -0.472 -0.071
H -3.388 1.193 -0.584 -2.425 0.789 -1.854
C 2.274 -1.424 -0.200 -1.928 0.150 -0.468
C 2.941 -2.767 -0.350 0.980 0.370 3.111
H 2.920 -0.637 -0.581 -0.355 0.158 -0.280
H 1.271 -1.463 -0.690 0.869 0.507 -0.189
H 1.974 -1.123 0.787 0.300 -0.146 0.795
H 2.426 -3.475 -0.900 -1.097 -1.142 -1.433
H 3.127 -3.280 0.644 -0.015 0.686 -0.970
H 3.872 -2.525 -0.785 1.250 -0.585 -0.578
```
Forces are in eV/Å.